Record 1
10
Properties=species:S:1:pos:R:3:mulliken_charge:R:1 method="wB97M-V/def2-TZVPD" spin_multiplicity=1 total_charge=0 homo_energy_ev=-8.39 smiles=SS.O.O largest_force_ev_per_a=4.00
S 1.186 0.880 3.639 -0.11
S -0.441 1.303 4.731 -0.18
H 1.421 1.872 2.862 0.14
H -0.854 2.546 4.368 0.15
O -3.079 -2.739 -5.229 -0.60
H -3.089 -2.665 -4.316 0.31
H -3.783 -2.282 -5.559 0.30
O 2.611 0.680 -0.228 -0.64
H 3.098 0.485 0.586 0.31
H 2.931 -0.079 -0.855 0.33

Record 2
14
Properties=species:S:1:pos:R:3:mulliken_charge:R:1 method="wB97M-V/def2-TZVPD" spin_multiplicity=1 total_charge=0 homo_energy_ev=-8.40 largest_force_ev_per_a=0.41
C 2.101 0.420 0.403 -0.80
N 1.171 -0.309 -0.470 -0.06
C -0.244 -0.018 -0.320 0.21
N -0.968 1.055 -0.572 -0.83
N -2.174 0.596 -0.196 0.30
C -2.152 -0.700 0.259 -0.58
C -0.846 -1.167 0.195 -0.66
H 1.785 0.254 1.436 0.28
H 3.112 0.031 0.262 0.33
H 2.077 1.490 0.184 0.34
H 1.485 -0.325 -1.439 0.31
H -2.968 1.210 -0.283 0.21
H -3.083 -1.151 0.582 0.42
H 0.705 -1.386 -0.041 0.53

Record 3
66
Properties=species:S:1:pos:R:3:mulliken_charge:R:1 method="wB97M-V/def2-TZVPD" spin_multiplicity=2 total_charge=+1 homo_energy_ev="-10.30 / -10.30" largest_force_ev_per_a=1.36
Ru -0.644 -0.404 -0.637 -0.03
N -3.961 2.260 -1.338 -0.41
C -2.810 1.594 -1.169 0.65
S -2.927 -0.118 -0.874 -0.44
N -1.709 2.321 -1.251 -1.18
N -0.579 1.563 -1.093 0.58
C 0.589 2.130 -1.028 0.41
C 0.864 3.565 -0.781 0.71
C 1.963 3.892 0.024 -0.05
C 2.221 5.205 0.378 -1.13
C 1.391 6.222 -0.075 -0.44
C 0.310 5.913 -0.884 -0.76
C 0.042 4.599 -1.236 -0.19
C 1.723 1.138 -1.117 0.01
C 2.987 1.495 -1.545 -0.64
C 3.985 0.527 -1.604 -0.76
C 3.686 -0.773 -1.245 -1.01
C 2.382 -1.074 -0.884 -0.64
N 1.424 -0.151 -0.839 0.59
H -4.838 1.788 -1.211 0.20
H -3.945 3.258 -1.457 0.21
H 2.600 3.113 0.419 0.52
H 3.061 5.429 1.021 0.41
H 1.584 7.248 0.210 0.42
H -0.335 6.701 -1.249 0.40
H -0.793 4.374 -1.877 0.51
H 3.179 2.513 -1.851 0.70
H 4.981 0.793 -1.932 0.45
H 4.435 -1.551 -1.261 0.47
H 2.086 -2.081 -0.617 0.65
C -0.954 0.262 4.202 -1.39
Si -0.530 0.663 2.430 -0.22
C -1.735 1.947 1.881 -0.95
C 1.225 1.266 2.318 -0.48
N -0.604 -0.775 1.300 0.66
C -0.399 -2.088 1.655 -0.06
C -0.142 -2.549 2.969 -0.34
C 0.091 -3.881 3.229 -1.06
C 0.093 -4.814 2.194 -0.69
C -0.158 -4.412 0.894 -0.68
C -0.418 -3.078 0.661 1.23
O -0.657 -2.538 -0.570 0.40
C -0.981 -3.326 -1.693 0.02
C -0.177 -3.215 -2.806 -0.18
C -0.485 -3.987 -3.920 -0.81
C -1.581 -4.836 -3.897 -0.59
C -2.400 -4.889 -2.775 -0.77
C -2.104 -4.127 -1.655 -0.10
H -1.185 1.204 4.706 0.38
H -0.141 -0.207 4.756 0.43
H -1.837 -0.377 4.283 0.42
H -1.874 2.645 2.712 0.52
H -2.707 1.514 1.637 0.29
H -1.390 2.521 1.027 0.28
H 1.284 2.330 2.564 0.37
H 1.619 1.124 1.316 -0.16
H 1.874 0.721 3.008 0.52
H -0.114 -1.835 3.771 0.25
H 0.291 -4.201 4.242 0.43
H 0.298 -5.856 2.400 0.42
H -0.143 -5.121 0.078 0.50
H 0.665 -2.534 -2.807 0.35
H 0.140 -3.928 -4.801 0.43
H -1.806 -5.451 -4.758 0.42
H -3.278 -5.521 -2.772 0.42
H -2.735 -4.143 -0.776 0.50

Record 4
50
Properties=species:S:1:pos:R:3:mulliken_charge:R:1 method="wB97M-V/def2-TZVPD" spin_multiplicity=1 total_charge=0 homo_energy_ev=-8.83 largest_force_ev_per_a=1.09
C 8.597 1.764 -1.090 -0.83
O 8.180 1.111 0.088 -0.44
C 6.954 0.555 0.133 0.89
C 6.027 0.566 -0.911 -0.50
C 4.798 -0.039 -0.757 -0.86
C 4.445 -0.676 0.439 0.93
C 3.189 -1.327 0.660 -0.13
C 2.128 -1.492 -0.173 0.07
C 2.012 -1.034 -1.499 -0.17
N 1.858 -0.683 -2.582 -0.58
C 0.958 -2.238 0.343 0.75
O 0.862 -2.685 1.457 -0.64
O 0.005 -2.360 -0.606 -0.33
C -1.180 -3.053 -0.262 -0.52
C -2.438 -2.211 -0.456 0.73
O -3.525 -2.659 -0.151 -0.72
N -2.221 -0.986 -0.980 -0.03
C -3.156 0.064 -1.226 0.41
O -2.735 1.140 -1.581 -0.66
N -4.432 -0.275 -1.036 -0.03
C -5.513 0.673 -1.159 -0.97
C -6.321 0.820 0.131 -1.00
C -5.619 1.522 1.305 0.84
C -5.116 2.912 0.922 -1.54
C -4.479 0.694 1.897 -1.49
C 5.387 -0.676 1.484 -0.68
C 6.611 -0.077 1.337 -0.64
H 7.950 2.614 -1.326 0.34
H 9.604 2.123 -0.886 0.24
H 8.623 1.076 -1.940 0.34
H 6.257 1.045 -1.849 0.42
H 4.100 -0.016 -1.578 0.36
H 3.056 -1.768 1.642 0.44
H -1.132 -3.375 0.786 0.38
H -1.262 -3.942 -0.897 0.33
H -1.266 -0.736 -1.217 0.09
H -4.634 -1.202 -0.676 0.33
H -6.186 0.331 -1.955 0.28
H -5.077 1.626 -1.463 0.46
H -6.640 -0.174 0.456 0.41
H -7.221 1.390 -0.116 0.39
H -6.383 1.639 2.084 0.34
H -4.773 3.440 1.808 0.43
H -4.282 2.843 0.228 0.33
H -5.910 3.496 0.460 0.35
H -3.608 0.714 1.248 0.22
H -4.185 1.106 2.861 0.46
H -4.781 -0.340 2.047 0.36
H 5.138 -1.159 2.418 0.38
H 7.336 -0.077 2.136 0.43

Record 5
27
Properties=species:S:1:pos:R:3:mulliken_charge:R:1 method="wB97M-V/def2-TZVPD" spin_multiplicity=2 total_charge=+1 homo_energy_ev="-11.27 / -11.27" largest_force_ev_per_a=1.82
C 0.966 1.720 1.383 -1.21
C 4.296 0.716 -0.143 -0.49
C 3.995 -0.526 -0.700 -0.44
C 3.330 1.460 0.507 -0.45
C 2.017 0.988 0.606 0.76
C 2.693 -0.986 -0.671 -0.52
C 1.744 -0.244 0.051 -0.14
H 5.269 1.138 -0.354 0.35
H 4.791 -1.103 -1.148 0.37
H 3.646 2.446 0.819 0.33
H 2.369 -1.826 -1.274 0.35
H 0.798 1.370 2.400 0.28
H 0.002 1.656 0.873 0.23
H 0.746 -0.679 0.023 0.23
H 1.203 2.779 1.519 0.36
C -3.563 -0.364 1.842 -1.13
C -2.575 0.141 -1.490 -0.16
C -3.058 -0.527 0.477 0.85
C -3.230 -1.655 -0.418 -0.30
N -2.732 0.549 -0.266 -0.37
N -2.795 -1.240 -1.587 0.01
H -2.554 0.763 -2.371 0.42
H -2.908 -1.760 -2.450 0.27
H -3.386 -2.716 -0.303 0.40
H -4.623 -0.084 1.831 0.31
H -2.999 0.349 2.420 0.34
H -3.570 -1.319 2.361 0.38

Record 6
17
Properties=species:S:1:pos:R:3:mulliken_charge:R:1 method="wB97M-V/def2-TZVPD" spin_multiplicity=2 total_charge=+1 homo_energy_ev="-14.13 / -14.11" largest_force_ev_per_a=1.25
C -1.690 0.108 0.344 -0.43
O -3.081 0.015 0.218 -0.49
C -0.933 -0.716 -0.731 -0.63
C 0.509 -0.192 -0.814 -0.08
C 1.616 -1.158 -0.500 0.08
O 2.777 -1.036 -0.677 -0.06
H -1.359 1.154 0.278 0.32
H -1.436 -0.280 1.330 0.30
H -3.342 -0.065 -0.707 0.33
H -0.928 -1.751 -0.443 0.37
H -1.391 -0.544 -1.698 0.39
H 0.757 0.551 -0.013 0.06
H 0.722 0.411 -1.690 0.46
H 1.236 -2.061 0.034 0.38
H 1.966 2.538 1.502 0.31
H 0.864 2.044 2.448 0.33
O 1.058 2.190 1.515 -0.64

Record 7
15
Properties=species:S:1:pos:R:3:mulliken_charge:R:1 method="wB97M-V/def2-TZVPD" spin_multiplicity=2 total_charge=-1 homo_energy_ev="1.53 / -5.09" largest_force_ev_per_a=3.03
N 1.278 0.856 -0.483 -1.11
C 0.325 -0.040 0.302 0.18
C -0.159 0.756 1.508 -3.66
C -0.850 -0.576 -0.565 -1.51
N -0.459 -1.332 -1.736 -0.59
H 0.797 1.551 -1.024 0.57
H 2.015 1.260 0.112 0.52
H 0.880 -0.918 0.748 0.39
H -0.302 0.026 2.358 0.75
H 0.543 1.493 1.973 1.17
H -1.031 1.305 1.390 0.49
H -1.531 0.237 -0.969 0.49
H -1.464 -1.085 0.103 0.75
H -0.580 -2.391 -1.728 0.26
H 0.538 -1.141 -1.990 0.29